{"formula": "C20H46N2O4", "method": "the ωB97M-V functional and the def2-TZVPD basis", "elements": ["O", "H", "H", "H", "C", "H", "C", "C", "C", "O", "C", "C", "H", "N", "C", "H", "C", "H", "C", "H", "H", "H", "H", "H", "H", "H", "H", "C", "C", "C", "H", "H", "H", "C", "H", "H", "H", "H", "H", "H", "H", "C", "C", "C", "H", "H", "O", "C", "H", "H", "H", "H", "H", "H", "N", "H", "H", "H", "O", "C", "H", "H", "C", "C", "H", "H", "H", "H", "H", "H", "H", "H"], "positions_angstrom": [[-2.7684, 1.8816, -2.3274], [-2.6806, 0.9734, -1.8766], [1.0636, -0.8180, -3.9241], [-3.7894, 2.7016, -0.7946], [3.9228, 2.3611, 2.9461], [0.2757, -4.2367, -5.0727], [1.3061, 4.1025, 1.8959], [-2.4202, -2.0129, -1.4106], [1.4240, 3.0266, 4.9047], [-2.0665, -2.9542, -4.2491], [0.6395, -2.9587, -0.8209], [-1.7898, -3.3238, -1.8253], [2.3600, -0.8407, 3.6503], [-1.2074, -3.2210, -3.1262], [0.1808, -2.6242, -3.3869], [-0.9677, -3.5162, 0.2855], [-0.7184, -3.7482, -0.7499], [-1.1391, 0.1221, 0.2939], [-2.8817, -4.4197, -1.8362], [1.8815, 4.6653, 2.6309], [0.9021, 0.2993, 1.2788], [3.3244, -0.5878, 2.3412], [4.0664, -0.2566, 3.8785], [1.4048, -3.2554, -0.1037], [0.4870, -2.5931, -5.6008], [1.4298, -4.1122, -2.5069], [1.7253, -3.5109, -4.8143], [0.6694, 2.8235, 2.3569], [1.1867, -3.0679, -2.3107], [0.1828, 3.0174, 3.9139], [0.3398, -1.9303, -0.6194], [3.1169, 1.7435, 5.3832], [-0.7345, -0.7933, -4.2250], [-1.1756, 0.5585, -0.7043], [-1.6896, -1.2289, -1.2109], [-3.3101, -4.4220, -0.8339], [1.9744, 3.9680, 1.0454], [-3.5983, -4.1948, -2.6261], [4.1140, 2.4038, 1.8739], [3.6617, 3.3384, 3.3519], [4.8605, 2.0165, 3.3821], [-3.3294, 3.0333, -1.7255], [0.6643, -3.2668, -4.7624], [-0.6674, 2.5774, 1.5635], [2.1117, 3.8722, 4.8933], [-4.1699, 3.4220, -2.3005], [1.6050, 0.9479, 1.1954], [0.0739, -1.0890, -3.5564], [-1.4087, 3.3312, 1.8286], [-0.6529, -4.8285, -0.8798], [1.0198, 3.0458, 5.9168], [0.5350, 4.7534, 1.4836], [-3.1586, 1.7462, -3.1940], [-0.5135, 2.4638, 0.4904], [1.4826, 1.5859, 2.3985], [-0.4226, 0.1807, -1.3958], [-2.4142, -5.3973, -1.9539], [-0.4605, 2.2337, 4.3139], [-2.4322, 0.2985, -1.2407], [2.7274, 1.3760, 3.3196], [-2.9299, -2.2149, -0.4686], [-0.9487, 1.6222, -0.7760], [3.1359, -0.1495, 3.3212], [2.2766, 1.7154, 4.6896], [-2.3777, -2.0846, -3.9875], [2.2142, -2.7546, -2.4952], [0.0090, -0.4783, -2.6558], [-1.1311, 1.6287, 1.8337], [1.6575, 0.9318, 5.1262], [-0.2153, 4.0320, 3.9300], [-2.5530, 3.7328, -1.4154], [-3.2899, -1.6427, -1.9535]], "atomic_forces_ev_per_a": [[-1.707, 10.066, -7.472], [0.195, -2.867, 1.768], [-0.132, 0.409, -0.674], [0.031, -0.183, 0.179], [-0.790, -1.206, 0.002], [-0.877, 0.120, 0.652], [0.451, 0.732, -1.042], [0.046, -1.375, 1.383], [0.091, -1.152, -1.043], [0.538, 0.054, 1.881], [-0.526, -0.305, -2.705], [-1.150, 0.308, 0.874], [-0.175, 0.473, 0.775], [3.314, -1.551, -1.620], [-1.393, -0.884, -0.783], [-1.185, -0.304, -0.129], [1.094, 0.601, -0.526], [0.485, 0.308, 0.033], [0.894, 0.325, 0.324], [-0.144, -0.188, 0.245], [0.076, -0.385, -0.521], [0.328, 0.669, -0.385], [-0.210, -0.085, 0.296], [-0.246, -0.220, 0.051], [-0.153, 0.089, 0.032], [-0.793, -0.611, 0.170], [0.417, 0.612, 0.549], [-1.545, -1.237, 2.628], [-0.486, -0.859, 1.122], [2.993, 0.907, -0.736], [0.364, 0.210, 0.077], [0.371, 0.136, -0.131], [0.280, -0.060, -0.242], [-0.575, 0.418, -1.374], [-0.444, -1.751, -0.657], [-0.470, 0.042, -0.135], [0.129, -0.391, -0.048], [-0.121, -0.268, 0.218], [-0.311, 0.109, -0.048], [0.245, 0.045, -0.247], [-0.058, 0.008, 0.316], [-0.855, -0.045, 1.364], [0.184, 0.423, -0.160], [0.980, -0.506, 0.509], [-0.339, 0.394, -0.611], [0.506, 0.398, -0.236], [0.196, -0.290, -1.434], [1.206, -0.334, 0.214], [0.221, 0.307, -0.230], [0.667, -0.042, 0.229], [0.063, -0.269, 0.111], [-0.126, 0.240, 0.288], [0.072, 0.296, -0.476], [0.178, 0.864, 0.530], [0.610, 0.239, 2.806], [0.413, -0.480, 0.855], [-0.129, -0.062, -0.441], [-0.344, 0.132, -0.620], [0.988, -4.556, 5.747], [-0.533, 0.285, -2.170], [0.171, 0.128, 0.544], [-0.196, 0.003, 0.478], [-0.047, 0.697, -1.031], [-1.432, 0.864, 2.407], [-0.644, 0.542, -0.449], [-0.172, 1.372, 0.133], [-0.230, -0.776, -0.103], [0.177, -0.092, 0.378], [-0.142, -0.404, -0.393], [-0.696, -0.199, 0.229], [-0.080, 0.185, -0.648], [0.483, -0.077, -0.874]], "mulliken_charge": [-0.33, 0.53, 0.56, 0.26, -1.53, 0.41, -1.85, -1.66, -0.78, -0.47, 0.14, 1.80, 0.38, 0.05, 1.90, 0.37, -1.22, 0.52, -1.93, 0.32, 0.29, 0.39, 0.43, 0.51, 0.36, 0.56, 0.42, 1.68, -1.74, -1.11, -0.47, 0.36, 0.45, -1.51, 0.32, 0.38, 0.38, 0.38, 0.29, 0.33, 0.45, -0.71, -1.86, -2.28, 0.33, 0.39, -0.41, -1.72, 0.57, 0.36, 0.42, 0.44, 0.38, 0.55, 0.42, 0.39, 0.43, 0.40, -0.90, 1.25, 0.33, 0.29, -1.84, -1.16, 0.37, 0.54, 0.43, 0.48, 0.42, 0.43, 0.23, 0.40], "homo_lumo_gap_ev": 7.6, "largest_force_ev_per_a": 12.65, "total_charge": 0}